Record 1
A molecular structure, C27H23Cl2IN4O4Ru. Source: OMol25; level of theory: ωB97M-V/def2-TZVPD.

CARTESIAN COORDINATES (ANGSTROEM)
Ru 0.086 0.066 0.409
C 2.063 -2.139 -0.779
N 0.891 -1.400 -1.289
C -0.200 -2.346 -1.627
C -1.036 -2.725 -0.432
C -1.489 -4.009 -0.203
C -2.355 -4.229 0.861
C -2.737 -3.164 1.656
C -2.219 -1.912 1.375
N -1.394 -1.703 0.351
C 1.214 -0.563 -2.469
C 1.706 0.831 -2.160
C 2.600 1.484 -2.991
C 2.897 2.816 -2.741
C 2.290 3.456 -1.673
C 1.424 2.728 -0.877
N 1.147 1.448 -1.118
C 2.937 -1.368 0.182
C 4.138 -1.915 0.613
C 4.900 -1.210 1.523
C 4.450 0.027 1.969
C 3.247 0.499 1.487
N 2.505 -0.187 0.610
H 2.676 -2.472 -1.625
H 1.706 -3.038 -0.273
H 0.192 -3.237 -2.128
H -0.865 -1.840 -2.327
H -1.178 -4.819 -0.848
H -2.723 -5.226 1.064
H -3.408 -3.295 2.492
H -2.451 -1.046 1.985
H 0.291 -0.431 -3.034
H 1.927 -1.077 -3.121
H 3.048 0.959 -3.823
H 3.593 3.347 -3.376
H 2.486 4.495 -1.450
H 0.934 3.171 -0.017
H 4.456 -2.882 0.244
H 5.835 -1.616 1.886
H 5.014 0.611 2.681
H 2.842 1.446 1.821
I -7.211 4.913 -1.359
C -5.519 3.765 -0.999
C -4.952 3.760 0.270
C -3.822 2.996 0.507
C -3.265 2.241 -0.520
C -3.841 2.249 -1.786
C -4.969 3.012 -2.030
C -2.060 1.425 -0.268
O -1.529 1.415 0.901
O -1.529 0.731 -1.177
H -5.388 4.349 1.064
H -3.365 2.981 1.487
H -3.399 1.656 -2.574
H -5.420 3.022 -3.012
Cl -0.779 -1.450 5.026
C 0.827 -1.057 4.371
Cl 1.616 0.220 5.287
C 0.636 -0.691 2.908
O 0.676 -1.621 2.070
O 0.418 0.503 2.568
H 1.433 -1.953 4.440

**Largest force on an atom**: 0.4 eV/A
**Net charge**: +1
**<S²>**: 8.7569
**Orbital gap (alpha / beta)**: 8.27 / 6.80 eV
**Multiplicity**: 6
**Lowest unoccupied orbital energy (alpha / beta)**: -2.5 / -3.9 eV
**HOMO level (alpha / beta)**: -10.73 / -10.73 eV

Record 2
A single C2H5N3S molecule. Source: OMol25; level of theory: ωB97M-V/def2-TZVPD.

CARTESIAN COORDINATES (ANGSTROEM)
C -0.811 0.180 -0.081
N 0.259 -0.430 0.663
N 1.290 0.252 1.094
S 2.549 0.916 -0.392
C 3.494 -0.478 -0.153
N 4.110 -1.447 -0.047
H -1.071 0.973 0.461
H -0.583 0.248 -1.160
H -1.634 -0.548 -0.090
H 0.485 -1.398 0.409
H 0.922 1.179 1.305

**Largest force on an atom**: 5.1 eV/A
**SMILES**: CNNSC#N
**Orbital gap**: 8.95 eV
**Lowest unoccupied orbital energy**: -0.1 eV
**HOMO level**: -9.08 eV